58
Properties=species:S:1:pos:R:3:forces:R:3:nbo_charge:R:1 method="wB97M-V/def2-TZVPD" homo_ev=-10.3 e_above_lowest_ev=0.482 total_charge=+1 e_lumo_ev=-3.66 homo_lumo_gap_ev=6.675 spin_multiplicity=1
Ti 0.45431 0.55939 -0.20608 -0.788 -0.121 -2.083 1.790
O 2.08152 -0.13072 -0.13315 1.602 -0.818 0.517 -0.666
C 2.76755 -0.28805 0.98721 0.420 -0.313 0.675 0.385
C 4.16334 -0.31391 0.96797 -0.117 0.062 -0.293 -0.218
C 4.87948 -0.39075 2.14138 -0.069 -0.042 0.136 -0.134
C 4.23132 -0.46987 3.37912 0.096 -0.003 0.005 -0.246
C 2.86205 -0.52206 3.41417 -0.112 -0.013 -0.022 -0.118
C 2.10070 -0.45014 2.23182 0.113 0.075 -0.150 -0.251
C 0.67856 -0.62665 2.33098 0.057 -0.290 -0.014 0.240
N -0.15625 -0.57113 1.34681 -0.101 -0.092 0.900 -0.545
C -1.58863 -0.76896 1.57377 -0.136 0.014 -0.052 -0.233
C -2.36379 0.18650 0.63813 0.040 -0.036 0.085 -0.246
N -1.45064 1.25307 0.24074 -0.772 0.330 0.364 -0.530
C -1.84327 2.47198 0.14152 -0.010 -0.078 0.021 0.228
C -0.97721 3.56255 -0.21914 0.241 -0.016 -0.011 -0.237
C -1.53272 4.82259 -0.49434 -0.088 -0.079 0.042 -0.123
C -0.73528 5.90034 -0.78946 0.058 0.081 -0.023 -0.240
C 0.65334 5.74247 -0.80062 -0.126 -0.023 -0.024 -0.132
C 1.22690 4.51936 -0.52659 0.123 -0.200 -0.007 -0.284
C 0.42791 3.41054 -0.24339 -0.321 0.468 0.103 0.433
O 1.01117 2.24503 0.04281 0.128 1.192 0.105 -0.719
H 4.65291 -0.25893 0.00484 0.033 0.036 0.027 0.235
H 5.96090 -0.39590 2.10715 0.001 0.031 -0.029 0.231
H 4.80367 -0.50211 4.29512 0.008 -0.037 -0.011 0.233
H 2.34511 -0.61601 4.36223 -0.004 -0.016 -0.005 0.217
H 0.30262 -0.86999 3.32736 -0.059 0.028 -0.018 0.198
H -1.83550 -0.56945 2.61857 0.046 -0.028 0.014 0.208
H -1.85053 -1.80491 1.34685 0.018 -0.002 0.029 0.227
H -3.25511 0.57458 1.13335 0.003 0.018 -0.014 0.218
H -2.67896 -0.33677 -0.26643 0.008 -0.020 0.004 0.228
H -2.88595 2.71714 0.35192 -0.011 -0.013 -0.030 0.196
H -2.61107 4.92978 -0.48300 0.003 0.007 0.037 0.220
H -1.17537 6.86392 -1.00309 -0.002 -0.007 -0.015 0.233
H 1.28656 6.58943 -1.02890 0.015 -0.003 0.016 0.231
H 2.29994 4.38011 -0.52780 -0.002 0.044 0.003 0.238
S 1.31907 -3.03359 -0.44723 -0.102 -0.176 -0.037 -0.198
C 0.01771 -3.92972 0.08264 0.153 0.060 0.018 0.049
N -0.02766 -4.37771 1.38048 -0.149 -0.020 -0.078 -0.523
C -1.09419 -5.00700 1.94334 -0.049 -0.045 0.039 0.052
C -2.20727 -5.25518 1.21398 -0.066 -0.035 -0.026 -0.303
C -2.20202 -4.89410 -0.15850 0.113 0.025 0.012 -0.133
C -1.12303 -4.27116 -0.70730 -0.102 -0.010 0.046 -0.269
H 0.81137 -4.21870 1.92130 -0.003 0.037 0.001 0.431
H -0.99556 -5.29122 2.98106 0.064 0.016 -0.004 0.227
H -3.05611 -5.74630 1.66366 0.020 -0.017 0.012 0.242
H -3.05928 -5.13180 -0.77496 -0.002 0.003 -0.005 0.233
H -1.08284 -4.01109 -1.75502 -0.030 0.024 0.002 0.244
C -1.36984 0.42294 -4.64930 0.015 0.013 0.008 -0.189
C -0.45650 1.40304 -4.28941 0.005 -0.032 -0.025 -0.192
C 0.12501 1.37921 -3.02864 0.071 0.002 0.082 -0.221
C -0.17732 0.36242 -2.11687 -0.283 0.113 -0.383 -0.364
C -1.08201 -0.62821 -2.50899 0.059 -0.094 0.104 -0.222
C -1.67988 -0.59816 -3.75955 -0.012 0.008 0.011 -0.211
H -1.83751 0.45221 -5.62461 0.007 -0.015 -0.005 0.224
H -0.19691 2.18672 -4.98929 -0.015 0.011 0.006 0.222
H 0.82849 2.16179 -2.76209 -0.016 0.018 -0.028 0.215
H -1.31188 -1.45211 -1.83709 -0.009 -0.002 -0.007 0.204
H -2.39142 -1.36470 -4.03943 0.034 -0.021 -0.024 0.219